No. 1
61
Properties=species:S:1:pos:R:3 method="wB97M-V/def2-TZVPD" orbital_gap_ha=0.3499 lumo_ev=0.201 e_tot_ha=-1670.09278 total_charge=0 smiles="C=C[C@@](C#N)(CCN)[C@@H](C#N)CCCCCOC.O=C1OC[C@@H](F)O1.O=C1OC[C@@H](F)O1" homo_ev=-9.32 spin_multiplicity=1
C 3.5317 -1.3797 1.7405
C 3.7159 -0.6741 0.6396
C 2.8791 -0.8540 -0.6740
C 3.5537 -0.0328 -1.7620
N 3.7450 0.5378 -2.7116
C 2.6580 -2.3483 -1.0664
C 3.9423 -3.1423 -1.4413
N 4.8476 -3.4024 -0.3102
C 1.4261 -0.2596 -0.3460
C 1.5028 0.8534 0.6761
N 1.5733 1.6237 1.4949
C 0.6444 0.1411 -1.6447
C -0.8944 -0.2337 -1.5848
C -1.5284 -0.0376 -0.1730
C -3.0877 -0.2184 -0.1899
C -3.4985 -1.6236 -0.7240
O -4.8795 -1.7979 -0.4031
C -5.3332 -3.1032 -0.8129
H 4.1696 -1.1555 2.6140
H 2.7780 -2.1717 1.8737
H 4.4754 0.1280 0.6325
H 2.0766 -2.9118 -0.3059
H 2.0211 -2.3417 -1.9836
H 4.4918 -2.7141 -2.3082
H 3.5843 -4.1452 -1.8015
H 4.3806 -3.9153 0.4312
H 5.6727 -3.9066 -0.6271
H 0.8976 -1.1009 0.1530
H 0.7458 1.2294 -1.8152
H 1.0513 -0.4576 -2.4870
H -1.0417 -1.2831 -1.9268
H -1.3993 0.4373 -2.3109
H -1.1385 -0.7824 0.5591
H -1.2388 0.9677 0.1972
H -3.5630 0.6093 -0.7445
H -3.4025 -0.1860 0.8789
H -3.2906 -1.7246 -1.8129
H -2.8944 -2.3662 -0.1423
H -6.0589 -2.9507 -1.6380
H -5.7872 -3.5875 0.0769
H -4.4989 -3.7431 -1.1809
O -9.4307 2.5474 -0.8585
C -8.3838 2.0859 -0.5485
O -8.1801 0.7747 -0.2506
C -6.7742 0.5969 -0.0645
C -6.3277 1.9902 0.2908
F -5.0683 2.2374 -0.1477
O -7.2267 2.8055 -0.4357
H -6.3293 0.2345 -0.9918
H -6.5711 -0.1241 0.7239
H -6.3962 2.2284 1.3548
O 7.0974 2.7875 4.1488
C 6.3208 3.2391 3.3753
O 6.0916 2.7327 2.1327
C 5.0010 3.4674 1.5759
C 5.0552 4.7532 2.3514
F 3.8192 5.2822 2.5162
O 5.5458 4.3393 3.6128
H 4.0700 2.9193 1.7418
H 5.1353 3.6183 0.5057
H 5.7224 5.5081 1.9286

***

No. 2
53
Properties=species:S:1:pos:R:3 method="wB97M-V/def2-TZVPD" orbital_gap_ha="0.1566 / 0.1557" lumo_ev="-10.018 / -10.040" e_tot_ha=-3211.28809 total_charge=+2 homo_ev="-14.28 / -14.28" spin_multiplicity=1
C 2.1635 2.2546 -1.0449
H 2.7193 3.1629 -0.8393
H 2.4569 1.8742 -2.0363
H 2.5472 1.5549 -0.3127
C 0.6332 2.2730 -0.8761
H 0.2449 1.3083 -1.2114
H 0.2969 2.2911 0.1386
C 0.1333 3.4823 -1.6068
H -0.9673 3.5973 -1.6652
H 0.6848 4.2766 -1.1354
H 0.6503 3.4320 -2.5629
C -0.5630 -2.5681 -1.2397
C -0.9455 -1.4970 -2.1348
C 0.2375 -0.9860 -2.7042
C 1.3480 -1.6954 -2.1744
C 0.8810 -2.6846 -1.2856
C 1.6617 -3.7095 -0.5821
C 2.7618 -1.4806 -2.5255
C 0.3066 0.0767 -3.7353
C -2.3508 -1.0643 -2.3839
C -1.4860 -3.4756 -0.4722
Ga -0.1773 -1.3974 0.4544
H 3.4123 -1.7723 -1.7050
H 3.0523 -2.0522 -3.4104
H 2.9792 -0.4336 -2.7212
H 2.6017 -3.3018 -0.2006
H 1.1336 -4.1359 0.2778
H 1.9135 -4.5344 -1.2577
H -2.5311 -3.1527 -0.5844
H -1.3521 -4.5141 -0.7970
H -1.2688 -3.4312 0.6368
H -2.3769 -0.0153 -2.7372
H -2.8177 -1.6768 -3.1843
H -2.9862 -1.1537 -1.4746
H 1.0212 0.8626 -3.4484
H 0.6513 -0.3196 -4.7017
H -0.6709 0.5485 -3.9085
N -0.7736 -2.2173 2.7465
C -0.8685 -0.8804 3.2507
N -0.3684 0.1623 2.6208
C -0.6828 1.3589 3.2951
C -0.1974 2.6830 3.0435
C -0.6330 3.7774 3.8491
C -1.5348 3.5703 4.9228
C -2.0072 2.2528 5.1681
C -1.5683 1.1683 4.3994
S -2.0181 -0.5332 4.6182
H 0.2170 -2.4260 2.5184
H -1.2160 -2.9946 3.2646
H 0.5109 2.8964 2.2204
H -0.2916 4.8037 3.6823
H -1.8435 4.3952 5.5878
H -2.7229 2.0404 5.9646

***

No. 3
55
Properties=species:S:1:pos:R:3 method="wB97M-V/def2-TZVPD" orbital_gap_ha=0.3008 lumo_ev=-2.834 e_tot_ha=-1512.69800 total_charge=+1 smiles="CCOc1cc(C[NH2+]Cc2cccs2)ccc1OCC(=O)NC(C)(C)C" homo_ev=-11.02 spin_multiplicity=1
C 1.4347 4.0862 1.5423
C 1.3197 4.2160 0.0271
O 1.5620 2.9922 -0.6449
C 0.6279 2.0219 -0.6624
C -0.6649 2.1209 -0.1761
C -1.5412 1.0384 -0.2569
C -2.9579 1.1595 0.2233
N -3.8662 1.2284 -0.9675
C -5.3190 1.0758 -0.6494
C -5.5904 -0.3031 -0.1575
C -6.1335 -0.7003 1.0269
C -6.2359 -2.1050 1.1338
C -5.7614 -2.7531 0.0412
S -5.1939 -1.6735 -1.1618
C -1.1197 -0.1483 -0.8320
C 0.1649 -0.2628 -1.3402
C 1.0422 0.8082 -1.2763
O 2.3018 0.8162 -1.7595
C 2.7718 -0.3352 -2.4355
C 2.9754 -1.5301 -1.4808
O 2.5259 -2.6273 -1.7365
N 3.6606 -1.1865 -0.3844
C 3.9975 -2.0788 0.7302
C 2.7029 -2.6048 1.3549
C 4.7844 -1.2529 1.7449
C 4.8478 -3.2376 0.2077
H 2.4242 3.7226 1.8052
H 1.2864 5.0584 2.0030
H 0.6978 3.3911 1.9383
H 0.3464 4.6310 -0.2628
H 2.1000 4.8827 -0.3471
H -1.0046 3.0344 0.2858
H -3.1077 2.0541 0.8282
H -3.2544 0.2812 0.8009
H -3.5916 0.4540 -1.5905
H -3.6906 2.1065 -1.4674
H -5.5950 1.8086 0.1116
H -5.8865 1.2812 -1.5616
H -6.4600 -0.0213 1.7935
H -6.6432 -2.6091 1.9902
H -5.7088 -3.8077 -0.1418
H -1.7789 -1.0033 -0.8733
H 0.4732 -1.2015 -1.7683
H 3.7343 -0.0442 -2.8640
H 2.0970 -0.6311 -3.2458
H 3.9576 -0.2254 -0.3029
H 2.9313 -3.2525 2.1959
H 2.0860 -1.7787 1.7047
H 2.1438 -3.1735 0.6173
H 5.6976 -0.8655 1.2984
H 4.1877 -0.4185 2.1093
H 5.0581 -1.8727 2.5938
H 5.7642 -2.8631 -0.2424
H 4.2936 -3.7955 -0.5414
H 5.1071 -3.9067 1.0227

***

No. 4
55
Properties=species:S:1:pos:R:3 method="wB97M-V/def2-TZVPD" orbital_gap_ha=0.3201 lumo_ev=0.740 e_tot_ha=-1169.54072 total_charge=0 smiles="Cc1ccc2c(c1)N(CCC(=O)NCCCN1CCCC1)C(=O)[C@@H](C)O2" homo_ev=-7.97 spin_multiplicity=1
C -5.7521 -2.7966 0.0291
C -5.1015 -1.4548 -0.1303
C -5.8541 -0.2940 -0.2148
C -5.2334 0.9368 -0.3295
C -3.8519 1.0224 -0.3721
C -3.0741 -0.1425 -0.3249
C -3.7156 -1.3659 -0.1922
N -1.6880 -0.0219 -0.4977
C -0.8315 -1.1859 -0.6013
C -0.4788 -1.7374 0.7905
C 0.0011 -0.5866 1.6713
O -0.7868 0.1497 2.2389
N 1.3341 -0.4773 1.7712
C 1.9649 0.6760 2.3720
C 2.7012 1.4931 1.3108
C 3.9149 0.7501 0.7493
N 3.5461 -0.4906 0.0692
C 3.0251 -0.2748 -1.2767
C 4.2476 -0.1374 -2.2073
C 5.3673 -0.8784 -1.4581
C 4.6821 -1.3706 -0.1662
C -1.0763 1.1885 -0.4245
O 0.1062 1.3389 -0.6727
C -1.9651 2.3377 0.0338
C -1.3813 3.6857 -0.3597
O -3.2767 2.2526 -0.4956
H -5.3569 -3.5060 -0.6962
H -6.8278 -2.7229 -0.1052
H -5.5569 -3.1936 1.0251
H -6.9318 -0.3456 -0.1800
H -5.8049 1.8491 -0.3886
H -3.1468 -2.2802 -0.1405
H -1.3174 -1.9451 -1.2175
H 0.0814 -0.8509 -1.1005
H 0.2873 -2.5063 0.6958
H -1.3676 -2.1618 1.2588
H 1.9529 -0.9663 1.1287
H 1.1780 1.2718 2.8402
H 2.6645 0.3372 3.1444
H 1.9970 1.7317 0.5136
H 3.0468 2.4283 1.7543
H 4.5713 0.4812 1.5827
H 4.4732 1.4282 0.0874
H 2.3569 0.5822 -1.3094
H 2.4583 -1.1702 -1.5534
H 4.0466 -0.5729 -3.1840
H 4.5016 0.9118 -2.3547
H 6.1906 -0.2058 -1.2183
H 5.7689 -1.7110 -2.0325
H 5.3535 -1.3883 0.6917
H 4.2894 -2.3813 -0.3172
H -2.0084 2.2477 1.1350
H -1.3649 3.7744 -1.4430
H -0.3670 3.7634 0.0188
H -1.9908 4.4844 0.0522